ORCA calculation (the ωB97M-V functional and the def2-TZVPD basis) on an isolated molecule of C6H10S2 in a non-equilibrium geometry.

HOMO level in eV: -8.6
Energy in Ha: -1030.73271
Orbital gap in eV: 9.36
SMILES: C[C@]12CCS[C@@H]1[C@H]2S

```
! wB97M-V def2-TZVPD RIJCOSX def2/J DEFGRID3
* xyz 0 1
C 0.2464 1.2688 -1.1242
C -0.3312 0.2493 -0.0469
C 0.6827 0.2022 1.1071
C 1.8014 -0.7373 0.6872
C -0.3554 -1.2165 -0.4475
C -1.6145 -0.2168 -0.6988
H 0.1485 2.5245 -0.8267
H -0.4298 1.0189 -2.1360
H 1.3099 1.1983 -1.4478
H 0.0821 0.1131 2.2785
H 1.3171 1.1754 1.4559
H 2.0270 -1.3804 1.4483
H 2.7433 0.0421 0.6254
H -0.8346 -1.6286 0.5086
H -1.6926 0.6303 -1.5873
H -3.0038 -0.9535 1.1913
S 1.2508 -1.5138 -0.9348
S -3.3474 -0.7762 -0.0522
*
```